The ion C7H6Br2NO4 with charge -1 at a distorted geometry, computed with wB97M-V/def2-TZVPD.

Geometry (Å):
H1 2.807 0.354 -2.756
H2 1.441 -0.103 3.977
O1 1.684 0.038 -1.145
H3 1.010 0.391 -3.060
C1 -0.699 -0.740 -1.110
O2 -1.838 0.835 1.877
C2 0.406 -0.097 -0.625
C3 1.454 1.147 2.542
H4 -2.759 -0.868 -0.263
C4 -1.244 0.293 0.793
C5 0.823 1.429 1.350
C6 1.829 -0.041 -2.480
H5 -1.154 1.402 2.285
H6 -0.770 -1.333 -2.000
C7 -1.755 -0.502 -0.193
N1 0.080 0.541 0.549
Br1 1.895 -1.960 -3.144
O3 1.026 -0.066 3.107
O4 2.201 1.874 3.199
Br2 1.490 2.959 0.366

Properties
- HOMO: -3.89 eV
- Energy: -157122.1552 eV
- SMILES: [O-]/C(O)=C(\Br)n1c(O)ccc1OCBr
- Relative energy (zero: lowest compared OMol25 entry of this formula, charge and spin): 0.0 kcal/mol
- Orbital gap: 6.757 eV
- Charge: -1